1.
19
Properties=species:S:1:pos:R:3 method="wB97M-V/def2-TZVPD" charge=+1 orbital_gap_ev=10.950 e_tot_ev=-8803.79348 relative_energy_ev=3.941
C 2.369 0.714 0.230
C 1.203 0.399 -0.749
N -0.053 0.482 -0.037
C -0.663 -0.634 0.522
C -1.382 -1.464 -0.522
N -0.657 1.548 -0.169
N -1.876 1.764 0.165
H 2.552 1.711 0.499
H 2.454 0.047 1.129
H 3.329 0.287 -0.258
H 1.290 -0.759 -0.871
H 1.417 1.078 -1.664
H 0.158 -1.231 1.095
H -1.346 -0.384 1.310
H -2.325 -1.081 -0.855
H -0.757 -1.668 -1.348
H -1.678 -2.442 -0.204
H -2.567 1.020 0.403
H -2.052 2.714 -0.088

2.
57
Properties=species:S:1:pos:R:3 method="wB97M-V/def2-TZVPD" orbital_gap_ev=8.845 e_tot_ev=-49257.07750
N -1.081 -0.528 -0.786
H -1.776 -0.938 -0.178
H -1.296 -0.825 -1.727
H -0.149 -0.769 -0.480
H -1.239 0.454 -0.610
P -1.186 -6.727 -0.137
F -1.957 -7.233 -1.425
F 0.214 -6.848 -0.929
F -1.300 -5.210 -0.679
F -0.476 -6.199 1.151
F -2.605 -6.386 0.632
F -1.201 -8.269 0.503
C -2.303 -2.495 5.789
C -1.044 -1.663 5.868
C -0.713 -0.886 4.611
O -1.120 -0.739 6.922
H -3.080 -1.838 5.399
H -2.588 -2.801 6.796
H -2.252 -3.322 5.081
H -0.131 -2.226 6.065
H -1.476 -0.238 4.181
H -0.499 -1.650 3.863
H 0.100 -0.231 4.925
H -1.786 -0.078 6.722
C 1.104 4.198 -4.247
C 0.313 5.498 -3.966
C -1.119 5.276 -4.343
O 0.433 5.789 -2.567
H 2.171 4.361 -4.094
H 0.940 3.738 -5.221
H 0.961 3.414 -3.504
H 0.700 6.256 -4.647
H -1.672 6.176 -4.073
H -1.509 4.390 -3.842
H -1.239 5.057 -5.404
H 1.332 6.082 -2.398
C 5.068 0.367 -0.923
C 4.237 0.469 0.369
C 3.796 1.948 0.552
O 3.127 -0.360 0.183
H 5.434 -0.657 -1.010
H 5.874 1.099 -0.876
H 4.499 0.631 -1.815
H 4.842 0.161 1.222
H 3.484 2.473 -0.351
H 4.705 2.459 0.868
H 2.949 2.040 1.233
H 3.477 -1.247 0.291
O -1.719 -1.760 -4.651
H -1.133 -2.502 -4.801
H -1.909 -1.423 -5.527
O -1.194 3.420 -0.078
H -0.728 4.132 -0.516
H -1.998 3.825 0.248
O -4.461 -2.308 0.755
H -5.375 -2.142 0.526
H -4.450 -3.218 1.051

3.
11
Properties=species:S:1:pos:R:3 method="wB97M-V/def2-TZVPD" orbital_gap_ev=9.611 e_tot_ev=-10709.43458 relative_energy_ev=4.216
C -1.475 0.564 0.733
C 0.093 -0.486 0.294
C 1.337 -0.985 0.034
C -0.574 0.372 -0.459
H -1.430 1.481 1.351
H -2.529 0.210 0.386
H 2.067 -1.449 0.664
N 1.910 -0.525 -1.092
N 1.226 0.303 -1.885
N 0.121 0.956 -1.451
O -0.746 -0.443 1.425